Entry P
C3H5N3O2S | wB97M-V/def2-TZVPD

Geometry as XYZ:
```
14
Properties=species:S:1:pos:R:3:nbo_charge:R:1
C 0.2076 0.2510 -1.2453 -0.0908
C 0.9704 1.3604 -0.9615 -0.2804
C 0.8679 -0.2959 0.9172 -0.3907
N 0.1206 -0.6059 -0.2743 -0.2145
N -1.6952 -0.5133 0.4791 -0.4834
N -2.3801 0.6197 0.5513 0.6024
O -1.7772 1.6632 0.5011 -0.4477
O -3.6017 0.5509 0.4660 -0.4517
S 1.4909 1.4215 0.6149 0.3895
H -0.1934 0.0186 -2.2014 0.2220
H 1.2517 2.0967 -1.5737 0.2291
H 0.0497 -0.3979 1.7816 0.3078
H 1.7157 -0.9389 1.0233 0.2358
H -2.0994 -1.3357 0.2136 0.3727
```

spin multiplicity	1
HOMO level	-8.428	eV
LUMO	-1.304	eV
molar mass	147.159	g/mol
Kohn-Sham gap	7.124	eV

Entry Q
C3H5N3O2S | wB97M-V/def2-TZVPD

Geometry as XYZ:
```
14
Properties=species:S:1:pos:R:3:nbo_charge:R:1
C 0.4139 -1.3225 0.7300 0.0512
C 0.0642 -1.3576 -0.6784 -0.0803
C 0.3691 1.0884 0.9445 0.3372
N 0.4909 -0.2409 1.4271 -0.3835
N 0.5910 -2.3049 -1.5614 -0.4938
N -0.8681 1.6749 1.5168 -0.8234
O -0.4154 0.1705 -2.8004 -0.8817
O 0.3228 1.2749 -0.4772 -0.7090
S -0.7348 0.1345 -1.3642 1.4295
H 0.7422 -2.2840 1.3261 0.2310
H 1.3518 1.7599 1.1871 0.2144
H 0.2970 -2.1900 -2.6009 0.3807
H -1.0265 2.5679 1.0312 0.3737
H -1.5982 1.0287 1.3197 0.3541
```

spin multiplicity	1
HOMO level	-9.885	eV
LUMO	-1.452	eV
molar mass	147.159	g/mol
Kohn-Sham gap	8.434	eV

Which one sits at the top of the stability order? entry Q does.